# 1
A molecular structure, C20H18ClN2O2SYb, computed with ωB97M-V/def2-TZVPD.

## Properties
HOMO level (spin up / spin down)	-13.79 / -13.79	eV
maximum force	0.73	eV/A
net charge	+2
2S+1	2

Last column: Mulliken spin population.
Cartesian coordinates (Å):
Yb (0.070786, 0.397343, -0.173720)  1.00
Cl (0.560699, -6.314954, -3.421899)  0.00
C (0.332813, -4.681561, -2.928582)  0.00
C (-0.020894, -3.713187, -3.864912)  0.00
C (-0.207853, -2.395479, -3.481826)  0.00
C (-0.041958, -2.023501, -2.157799)  0.00
O (-0.230673, -0.747899, -1.778827)  0.00
C (0.325659, -2.993340, -1.197745)  0.00
C (0.560597, -2.740379, 0.199220)  0.00
N (0.545564, -1.603981, 0.832826)  0.00
C (0.815072, -1.559034, 2.247305)  0.00
C (1.085790, -2.645701, 3.037817)  0.00
C (1.362912, -2.505874, 4.412641)  0.00
C (1.374804, -1.274794, 4.996474)  0.00
C (1.091641, -0.129020, 4.218248)  0.00
C (1.088092, 1.171313, 4.768203)  0.00
C (0.801551, 2.254650, 3.982619)  0.00
C (0.505198, 2.032465, 2.636373)  0.00
N (0.491522, 0.828869, 2.079254)  0.00
C (0.798279, -0.269465, 2.846928)  0.00
C (0.501013, -4.327992, -1.609336)  0.00
H (-0.153151, -4.000953, -4.899228)  0.00
H (-0.483531, -1.646842, -4.211429)  0.00
H (0.783926, -3.644283, 0.759769)  0.00
H (1.101228, -3.645912, 2.630013)  0.00
H (1.571033, -3.391739, 4.995728)  0.00
H (1.596290, -1.156987, 6.048829)  0.00
H (1.318390, 1.297107, 5.818953)  0.00
H (0.797133, 3.260691, 4.374801)  0.00
H (0.273151, 2.870347, 1.987052)  0.00
H (0.775448, -5.085271, -0.886152)  0.00
O (0.582312, 2.285990, -1.050761)  0.00
S (0.042244, 2.559830, -2.501371)  0.00
C (-0.323098, 4.325328, -2.563525)  0.00
C (-1.743177, 4.523332, -2.052069)  0.00
C (-2.545421, 3.361275, -2.628187)  0.00
C (-1.734081, 2.098480, -2.342956)  0.00
H (-0.220787, 4.594849, -3.617228)  0.00
H (0.466901, 4.821981, -1.999959)  0.00
H (-2.132148, 5.488276, -2.372447)  0.00
H (-1.760308, 4.508589, -0.960401)  0.00
H (-2.669643, 3.476460, -3.706284)  0.00
H (-3.540624, 3.279779, -2.193229)  0.00
H (-1.947416, 1.248893, -2.986428)  0.00
H (-1.865288, 1.812301, -1.286753)  0.00

Forces on atoms 1 to 2 (eV/Å):
0.162 0.389 0.599
-0.009 0.013 -0.003

***

# 2
A single C20H18F2N2O5 molecule at a distorted geometry, computed with ωB97M-V/def2-TZVPD.

## Properties
ΔE to the lowest compared entry with this formula, charge and spin	0.0	kJ/mol
SMILES	COc1ccc(CNC(=O)c2cc(COc3c(F)cccc3F)on2)cc1OC
HOMO level	-8.06	eV
maximum force	1.12	eV/A

Last column: natural (NBO) charge in e.
Cartesian coordinates (Å):
C (-5.802221, -2.519743, 1.550091)  -0.25
O (-4.878566, -2.209386, 0.537833)  -0.48
C (-4.322867, -0.966349, 0.528886)  0.25
C (-4.585019, 0.033272, 1.448303)  -0.28
C (-3.957806, 1.269502, 1.350468)  -0.23
C (-3.071777, 1.522868, 0.324166)  -0.04
C (-2.345454, 2.837949, 0.202183)  -0.24
N (-0.932268, 2.680633, 0.483456)  -0.59
C (-0.007825, 2.568260, -0.488267)  0.65
O (-0.230750, 2.692044, -1.676964)  -0.62
C (1.356579, 2.299395, 0.038115)  0.03
C (2.564112, 2.245636, -0.702239)  -0.30
C (3.507384, 1.959294, 0.243562)  0.27
C (4.986650, 1.756497, 0.165388)  -0.11
O (5.394783, 0.518308, 0.716418)  -0.48
C (4.887239, -0.644350, 0.232499)  0.21
C (4.967876, -1.757469, 1.082432)  0.36
F (5.515911, -1.581520, 2.296432)  -0.31
C (4.514716, -3.009807, 0.726493)  -0.28
C (3.943145, -3.195539, -0.521186)  -0.20
C (3.851027, -2.130184, -1.394472)  -0.27
C (4.325003, -0.884412, -1.021219)  0.32
F (4.235138, 0.110657, -1.936459)  -0.33
O (2.910450, 1.848115, 1.443364)  -0.25
N (1.589723, 2.056020, 1.306932)  -0.11
C (-2.801851, 0.522569, -0.609105)  -0.32
C (-3.409181, -0.715223, -0.521807)  0.34
O (-3.203703, -1.748524, -1.382749)  -0.50
C (-2.314676, -1.551645, -2.454599)  -0.25
H (-6.113809, -3.545418, 1.358682)  0.20
H (-6.678215, -1.863403, 1.512870)  0.17
H (-5.347362, -2.460218, 2.544733)  0.17
H (-5.278589, -0.135634, 2.256232)  0.22
H (-4.177404, 2.032629, 2.082123)  0.21
H (-2.414663, 3.215572, -0.821877)  0.24
H (-2.763910, 3.575064, 0.891915)  0.21
H (-0.647907, 2.463882, 1.427130)  0.42
H (2.684822, 2.389916, -1.753641)  0.26
H (5.495002, 2.497361, 0.790879)  0.22
H (5.314763, 1.873855, -0.872557)  0.21
H (4.608235, -3.818937, 1.432364)  0.23
H (3.576819, -4.166446, -0.811162)  0.22
H (3.423252, -2.239990, -2.377987)  0.23
H (-2.106720, 0.741457, -1.403587)  0.23
H (-1.301875, -1.327385, -2.103485)  0.18
H (-2.306219, -2.491652, -3.004200)  0.20
H (-2.652010, -0.747533, -3.116378)  0.18

Forces on atoms 1 to 2 (eV/Å):
-0.143 -0.031 0.172
0.280 0.217 -0.246

***

# 3
A single C20H18N2O3 molecule at a distorted geometry, computed with ωB97M-V/def2-TZVPD.

## Properties
ΔE to the lowest compared entry with this formula, charge and spin	1434.8	kJ/mol
SMILES	CCOC(=O)c1ccc(NC(=O)c2cc(C)nc3ccccc23)cc1
HOMO level	-8.24	eV
maximum force	16.80	eV/A

Last column: natural (NBO) charge in e.
Cartesian coordinates (Å):
C (4.971916, -5.104482, -2.139371)  -0.61
C (4.278991, -4.455602, -0.872879)  -0.05
O (3.538965, -3.479905, -1.188784)  -0.48
C (2.614984, -3.247283, -0.263949)  0.79
O (2.661560, -3.727943, 0.941335)  -0.61
C (1.658242, -2.119033, -0.891862)  -0.23
C (0.713321, -1.671140, -0.000173)  -0.14
C (-0.320543, -0.756687, -0.287901)  -0.25
C (-0.382925, -0.385527, -1.849401)  0.26
N (-1.276937, 0.455007, -2.074513)  -0.64
C (-1.870315, 1.612036, -1.294255)  0.71
O (-2.756679, 2.173677, -1.964569)  -0.54
C (-1.439765, 2.082075, -0.193662)  -0.23
C (-0.114937, 2.177611, 0.033869)  -0.12
C (0.523053, 2.694911, 1.291049)  0.22
C (1.829408, 3.000169, 1.493170)  -0.68
N (-0.402917, 2.529266, 2.296893)  -0.42
C (-1.732062, 2.385929, 2.159585)  0.21
C (-2.558276, 2.340408, 3.380538)  -0.19
C (-3.722535, 2.391821, 3.085931)  -0.20
C (-4.434128, 1.900944, 2.090540)  -0.22
C (-3.537748, 1.754843, 1.128839)  -0.11
C (-2.307824, 2.093392, 0.864700)  -0.10
C (0.697153, -0.841761, -2.710731)  -0.32
C (1.680903, -1.665477, -2.016499)  -0.13
H (5.697835, -5.865271, -1.766166)  0.20
H (5.438988, -4.525824, -2.752977)  0.20
H (4.396571, -5.640703, -2.818018)  0.20
H (3.758985, -5.245304, -0.416490)  0.19
H (5.082513, -4.020864, -0.214338)  0.17
H (0.610925, -2.211639, 0.960139)  0.23
H (-1.082518, -0.468759, 0.318729)  0.20
H (-1.666323, 0.341434, -3.044543)  0.41
H (0.731189, 2.393992, -0.830793)  0.22
H (2.141488, 3.269675, 2.651266)  0.27
H (2.543462, 2.108549, 1.307839)  0.26
H (2.027025, 3.821858, 0.705080)  0.25
H (-1.897881, 2.875100, 4.299756)  0.25
H (-4.451164, 2.324681, 4.078479)  0.18
H (-5.481992, 1.584655, 2.111417)  0.25
H (-4.052709, 1.326522, 0.056074)  0.18
H (0.677957, -0.421612, -3.614457)  0.21
H (2.195938, -2.162935, -2.919245)  0.23

Forces on atoms 1 to 2 (eV/Å):
-1.080 -3.160 5.303
7.591 -5.001 -0.588

***

# 4
A single C20H18N2O6S molecule, computed with ωB97M-V/def2-TZVPD.

## Properties
ΔE to the lowest compared entry with this formula, charge and spin	0.0	kJ/mol
SMILES	NS(=O)(=O)c1cccc(NC(=O)COC(=O)COc2ccc3ccccc3c2)c1
HOMO level	-8.11	eV
maximum force	0.87	eV/A

Last column: natural (NBO) charge in e.
Cartesian coordinates (Å):
N (-2.695317, -3.466767, -0.093548)  -1.08
S (-2.958634, -1.883710, 0.398324)  2.29
O (-3.098002, -1.029234, -0.747012)  -0.94
O (-4.025495, -1.920164, 1.354758)  -0.94
C (-1.437868, -1.486008, 1.237499)  -0.23
C (-0.680000, -2.469300, 1.839603)  -0.22
C (0.465944, -2.096990, 2.524486)  -0.20
C (0.835183, -0.765948, 2.618043)  -0.23
C (0.055721, 0.216411, 2.011682)  0.16
N (0.360195, 1.577793, 2.058921)  -0.62
C (1.484297, 2.176267, 2.522600)  0.66
O (2.394596, 1.634116, 3.102079)  -0.59
C (1.508161, 3.688519, 2.211588)  -0.17
O (1.713071, 3.906950, 0.812683)  -0.49
C (0.656720, 3.839805, 0.006385)  0.79
O (-0.472328, 3.655075, 0.383501)  -0.61
C (1.055648, 3.964709, -1.459314)  -0.17
O (0.401788, 2.990092, -2.229097)  -0.49
C (0.574776, 1.666471, -1.900129)  0.36
C (1.567014, 1.197696, -1.016594)  -0.35
C (1.674973, -0.139940, -0.752137)  -0.11
C (0.824286, -1.079067, -1.364268)  -0.02
C (0.939908, -2.464581, -1.129149)  -0.19
C (0.130740, -3.349990, -1.782032)  -0.24
C (-0.841457, -2.885760, -2.686792)  -0.26
C (-0.993940, -1.547728, -2.917598)  -0.15
C (-0.163278, -0.608897, -2.269515)  -0.07
C (-0.273137, 0.771029, -2.509304)  -0.25
C (-1.090943, -0.156776, 1.310542)  -0.25
H (-2.335728, -3.493679, -1.036797)  0.41
H (-3.532907, -4.017790, 0.005750)  0.41
H (-0.988536, -3.498014, 1.760303)  0.24
H (1.078070, -2.849051, 2.998520)  0.22
H (1.723934, -0.480083, 3.156444)  0.26
H (-0.326190, 2.169813, 1.596329)  0.44
H (0.573693, 4.161307, 2.530717)  0.21
H (2.364914, 4.141549, 2.711147)  0.23
H (2.147586, 3.917092, -1.554190)  0.20
H (0.699445, 4.923784, -1.847482)  0.23
H (2.262067, 1.878565, -0.550474)  0.22
H (2.436224, -0.490512, -0.070314)  0.21
H (1.690641, -2.811071, -0.433778)  0.21
H (0.233899, -4.411744, -1.611890)  0.22
H (-1.457432, -3.601449, -3.214812)  0.22
H (-1.745617, -1.187644, -3.602606)  0.22
H (-1.028293, 1.141144, -3.183817)  0.23
H (-1.708392, 0.573711, 0.810745)  0.24

Forces on atoms 1 to 2 (eV/Å):
-0.010 0.782 0.386
-0.187 -0.602 -0.315